(1)
The following is a DFT calculation (ωB97M-V/def2-TZVPD) of a molecular structure, C40H28F2IN3PPd.

Cartesian coordinates (Å):
C  2.3435  1.0967  -1.1231
H  0.6131  -2.9434  -0.6330
H  -7.0759  -0.6411  1.5000
C  1.4698  -1.2634  -5.0343
C  0.1706  -3.2408  2.7191
C  2.1759  -0.4659  2.3599
C  -5.4681  -0.3008  2.8554
H  -0.3115  -0.1720  3.8365
C  1.8580  2.2922  2.2882
C  -4.0695  -0.3329  3.0659
C  3.9643  3.3243  -1.0923
C  0.6717  -1.5289  -3.9385
C  4.5759  2.0882  -1.0781
C  -1.6918  2.6612  -3.7799
H  -3.0364  4.3216  -3.5756
H  -6.0945  0.0324  3.6696
C  3.7318  0.9844  -1.0962
H  0.5672  1.9680  -5.4069
C  -2.4133  1.9478  -1.2039
H  2.7126  -2.0725  -1.0662
H  4.1325  -0.0652  3.1271
H  -2.7201  1.6977  -0.1942
H  1.4021  -6.2863  1.9251
H  5.6499  1.9924  -1.0545
H  -1.9076  0.3650  5.6013
C  0.6244  -3.3915  0.3689
C  -0.1884  0.6164  -3.9215
C  0.8331  1.4680  1.8648
I  -2.8506  -2.0623  -0.8118
H  0.6014  -4.9876  3.8697
H  -4.3301  0.3517  5.0893
H  4.8863  -0.8307  -1.0586
H  0.6589  2.4597  -1.1611
H  2.0933  -2.0361  -5.4539
C  2.5638  3.4524  -1.1271
H  2.3091  -1.5393  2.3882
P  -0.3538  -0.9299  1.2068
C  3.2079  0.3645  2.7725
C  0.9815  0.0815  1.9022
C  -5.1535  -1.1291  0.6524
H  2.0684  0.2779  -6.4017
N  -0.1291  -0.6180  -3.3924
C  1.0639  -5.2693  1.7934
C  -2.6040  3.4531  -3.1097
H  1.4019  -5.2598  -0.3232
H  -5.5845  -1.4545  -0.2813
H  3.8514  2.3857  3.0690
C  1.0688  -4.6929  0.5332
F  -3.8432  3.8188  -1.1590
C  0.6136  -4.5417  2.8869
C  -1.4925  1.2000  -1.9144
C  -1.1121  1.5274  -3.2204
C  0.6051  0.9677  -5.0111
C  -2.9494  3.0701  -1.8267
F  -1.3779  3.0187  -5.0432
C  1.4412  0.0192  -5.5637
C  0.1774  -2.6505  1.4561
H  0.6660  -2.5065  -3.4733
C  3.0500  1.7415  2.7401
Pd  -0.5535  -0.4848  -1.1543
C  1.7382  2.3516  -1.1410
H  4.5746  4.2144  -1.0802
C  -6.0105  -0.6727  1.6679
N  3.9898  -0.3758  -1.0892
C  -1.3674  -0.2627  3.6104
C  -1.7542  -0.6620  2.3558
N  1.7822  -0.1723  -1.1156
C  2.7905  -0.9987  -1.0976
C  -3.7919  -1.1831  0.8340
H  -0.1850  -2.6910  3.5777
C  -2.2740  0.0743  4.6279
H  2.1283  4.4399  -1.1398
C  -3.6010  0.0609  4.3468
H  -0.0857  1.9100  1.4894
C  -3.1624  -0.7458  2.0452
H  1.7333  3.3645  2.2516

Calculated values
- Net charge: +1
- Kohn-Sham gap (spin up / spin down): 7.5 / 7.5 eV
- Relative energy (zero: lowest compared OMol25 entry of this formula, charge and spin): 0.0 kJ/mol
- 2S+1: 3
- ⟨S²⟩: 2.01
- Total energy: -72704.394 eV
- Lowest unoccupied orbital energy (spin up / spin down): -2.42 / -3.38 eV

(2)
The following is a DFT calculation (ωB97M-V/def2-TZVPD) of a molecular structure, C10H10Cl2F3KN2O2S at a distorted geometry.

Cartesian coordinates (Å):
H  -3.9409  -5.2637  2.3274
H  -1.5686  2.0254  1.4306
S  0.0877  -0.7557  -0.0551
F  2.9408  -0.0940  -4.5692
C  2.3660  4.4748  0.4153
N  -1.9630  -0.4015  1.6632
C  4.7305  1.2944  -3.7621
H  -3.1760  -1.2986  3.7487
C  -2.3494  -2.6902  0.7730
C  -3.5287  -4.2749  2.1760
O  5.7504  1.6418  -4.3267
K  2.6866  0.1849  -1.6052
Cl  2.4175  2.7783  -0.1221
H  -1.8624  -2.4543  -0.1597
C  3.4558  1.1757  -4.6309
H  -2.3857  0.2276  2.3278
C  -0.9605  0.1193  0.9229
C  -2.4487  -1.7371  1.7754
C  -2.8878  -3.9539  0.9891
H  3.3668  4.8697  0.3070
H  2.0511  4.4715  1.4494
O  4.4796  0.9895  -2.5526
N  -0.8162  1.4574  1.0808
F  2.4620  1.9664  -4.1459
H  -4.1396  -3.5317  4.0992
Cl  1.2489  5.4549  -0.5142
C  -3.6392  -3.3064  3.1658
F  3.6282  1.4732  -5.9049
H  -2.8034  -4.6953  0.2041
C  -3.0994  -2.0471  2.9662
H  -0.1025  1.9000  0.5265

Calculated values
- Kohn-Sham gap: 8.7 eV
- 2S+1: 1
- Total energy: -77967.126 eV
- Lowest unoccupied orbital energy: -0.15 eV

(3)
The following is a DFT calculation (ωB97M-V/def2-TZVPD) of 2 unconnected molecules or ions with the total composition C16H17NO at a distorted geometry.

Cartesian coordinates (Å):
C  -3.0524  -2.0581  0.9359
C  1.8609  2.3354  1.6909
N  2.7589  1.2905  1.6715
H  -3.1766  -1.1230  -2.2967
H  1.2296  1.6462  -2.4644
H  0.2069  -1.4423  0.3351
C  -0.8280  -1.4985  0.1048
C  1.2456  2.4818  0.4870
C  2.5391  0.0200  -2.1981
C  0.1805  3.3626  -0.0092
O  -0.6462  -0.5525  -2.0623
C  -2.7878  -1.2132  -1.2888
C  1.9679  1.5250  -0.4119
H  -0.2350  3.0692  -0.9844
H  4.5720  -0.5388  0.5389
H  2.4040  -0.4786  -3.1513
H  -1.2865  -2.2042  2.0899
H  4.2079  -1.2080  -1.8481
C  1.8620  1.1342  -1.7548
C  3.8117  -0.0947  -0.0890
H  -0.0667  -1.1144  -2.5781
H  1.6457  2.7902  2.6490
H  0.5144  4.3770  -0.2412
C  -3.6339  -1.7083  -0.2914
C  -1.6732  -2.0743  1.0866
H  -5.0078  -2.5440  1.8894
C  -4.0105  -2.2094  2.1116
H  -3.6137  -2.7757  2.9532
H  -0.6924  3.3821  0.6442
H  -4.7098  -1.6513  -0.4225
H  3.2429  0.9135  2.4654
C  3.0057  0.9568  0.3758
C  -1.4070  -1.1567  -1.0917
C  3.5844  -0.4512  -1.3818
H  -4.0129  -1.1877  2.5364

Calculated values
- Kohn-Sham gap: 8.6 eV
- Relative energy (zero: lowest compared OMol25 entry of this formula, charge and spin): 133.9 kJ/mol
- 2S+1: 1
- SMILES: Cc1c[nH]c2ccccc12.Cc1ccc(O)cc1
- Total energy: -20404.438 eV
- Lowest unoccupied orbital energy: 0.84 eV

(4)
The following is a DFT calculation (ωB97M-V/def2-TZVPD) of a molecular structure, C3H8F26N2O5P4RbS2 at a distorted geometry.

Cartesian coordinates (Å):
F  0.3175  -2.3373  1.4047
F  -4.5439  -0.7681  2.4001
P  1.8044  1.5957  3.7476
F  0.9514  1.9591  -2.2283
F  2.0937  2.8793  -0.4911
F  -0.3545  -3.3698  -0.4738
O  2.7087  -0.7105  0.5709
F  1.6225  2.3438  2.2983
P  -1.0123  -3.1646  1.0022
F  -4.6686  0.4360  0.4540
C  -3.3329  -1.3593  -2.0066
H  -4.0121  -1.6635  -2.8014
F  -5.6924  1.1893  2.3499
S  5.3746  -1.0269  1.6827
H  -3.0262  -2.1588  -1.3198
P  1.0763  3.4928  -1.5932
F  3.0162  2.6681  4.0706
F  -1.6404  -1.7452  0.4817
S  3.9075  -0.7130  -0.2215
F  1.9742  0.9127  5.2046
F  -0.0082  4.0117  -2.6666
H  -3.8243  -0.6280  -1.3596
F  -2.3485  -3.9763  0.7055
F  -2.6467  0.2537  1.6506
O  4.8016  -1.5763  2.8694
Rb  0.1136  0.5434  0.5029
H  -0.5842  -0.5336  -5.5150
H  -0.6165  -1.8350  -3.5373
O  4.1999  0.4668  -0.9694
H  -0.4709  0.5567  -4.1421
F  -1.5798  -2.9954  2.5201
O  5.4451  0.4138  1.6114
H  -2.0395  0.3848  -5.0770
F  6.9293  -1.3856  1.9003
F  2.2602  3.7409  -2.6809
F  3.4875  -1.7564  -1.3945
N  5.1483  -1.7227  0.3172
F  1.3296  4.9543  -0.9687
N  -1.4426  -1.2765  -3.7852
C  -2.0549  -0.7454  -2.4719
P  -4.1569  0.7431  1.9884
H  -1.9915  -1.9980  -4.2543
F  -0.1153  3.1487  -0.5478
F  -0.2429  -4.5535  1.4238
F  -3.6834  1.0960  3.4966
F  -3.8574  2.2789  1.5610
O  -1.4823  0.1251  -1.9619
F  2.8108  0.5582  3.1168
F  0.7748  2.6605  4.3740
F  0.4298  0.6823  3.4538
C  -1.1487  -0.0958  -4.6914

Calculated values
- Net charge: -3
- Kohn-Sham gap: 6.0 eV
- 2S+1: 1
- Total energy: -146620.287 eV
- Lowest unoccupied orbital energy: 3.75 eV

(5)
The following is a DFT calculation (ωB97M-V/def2-TZVPD) of 2 unconnected molecules or ions with the total composition C3H5O3S at a distorted geometry.

Cartesian coordinates (Å):
C  0.4822  -1.0041  0.2479
C  1.5993  -0.2316  -0.1475
H  0.0852  -0.8376  1.2401
C  -1.0330  0.7130  -0.5227
O  1.7410  1.0185  0.4511
S  -2.4816  -0.4101  -0.3617
O  -0.8810  1.6630  0.2279
O  2.4311  -0.5410  -0.9992
H  -2.4960  -0.4170  0.9688
H  0.3638  -1.9875  -0.1653
H  0.8628  1.4093  0.6093
H  -0.6740  0.6250  -1.5487

Calculated values
- Net charge: -1
- Kohn-Sham gap (spin up / spin down): 6.3 / 6.3 eV
- Relative energy (zero: lowest compared OMol25 entry of this formula, charge and spin): 107.5 kJ/mol
- 2S+1: 1
- Total energy: -20169.986 eV
- Lowest unoccupied orbital energy (spin up / spin down): 3.23 / 3.23 eV

(6)
The following is a DFT calculation (ωB97M-V/def2-TZVPD) of 2 unconnected molecules or ions with the total composition HN5OS at a distorted geometry.

Cartesian coordinates (Å):
O  6.4107  -1.0278  -6.0919
N  5.6529  -1.9002  -6.6162
N  5.8317  -3.1605  -6.3232
N  5.3338  -4.1419  -6.9047
S  5.2294  -5.6462  -6.5379
N  4.1119  -2.3326  -8.2790
N  4.9104  -1.6127  -7.7905
H  1.0859  4.0750  -1.0906

Calculated values
- Net charge: -2
- Kohn-Sham gap (spin up / spin down): 2.3 / 2.3 eV
- Relative energy (zero: lowest compared OMol25 entry of this formula, charge and spin): 455.3 kJ/mol
- 2S+1: 1
- Total energy: -20339.941 eV
- Lowest unoccupied orbital energy (spin up / spin down): 4.38 / 4.38 eV

Q: Which value of 2S+1 does entry 2 give?
A: 1

Q: Among the records above, which one has the highest 2S+1?
A: C40H28F2IN3PPd